This record from the Open Molecules 2025 dataset describes a cluster of 18 separate species, C20H76O28 in total at a distorted geometry. The level of theory is ωB97M-V with the def2-TZVPD basis set.

Structure (XYZ):
```
124
Properties=species:S:1:pos:R:3
O 3.879 1.443 1.027
H 4.775 1.374 0.675
H 3.423 0.666 1.242
O -1.570 4.104 -1.360
H -1.271 4.859 -1.844
H -2.106 3.566 -1.949
O 0.147 -0.094 4.139
H 0.148 -0.113 5.083
H -0.233 0.737 3.877
O -2.080 2.886 0.960
H -2.086 3.480 0.147
H -2.986 2.996 1.212
O 0.774 3.719 0.478
H 0.941 3.405 -0.385
H 0.139 3.137 0.831
O 2.868 3.014 -1.918
H 2.479 2.283 -1.455
H 3.357 3.506 -1.286
O -2.146 -2.769 0.763
H -1.388 -2.637 1.347
H -2.779 -2.868 1.492
O -0.305 -2.475 2.770
H 0.350 -2.903 3.343
H -0.346 -1.560 3.072
C -0.241 -0.166 0.162
C 0.137 0.580 -1.169
O 1.521 0.832 -0.842
O -0.347 0.785 1.153
H 0.436 -0.933 0.580
H -1.199 -0.639 -0.086
H -0.459 1.491 -1.336
H 0.073 -0.092 -2.022
H 1.614 0.416 0.020
H -1.169 1.362 0.992
C -1.037 0.903 -5.801
C -0.234 1.725 -6.742
O -0.792 1.770 -8.059
O -0.668 1.279 -4.508
H -0.779 -0.147 -5.966
H -2.055 1.121 -5.979
H 0.705 1.252 -6.686
H -0.129 2.724 -6.458
H -0.328 2.477 -8.525
H -0.990 2.183 -4.367
C 2.569 2.007 4.270
C 1.973 2.830 5.402
O 2.928 2.951 6.462
O 1.772 2.223 3.072
H 2.570 0.935 4.597
H 3.512 2.398 4.047
H 1.180 2.202 5.795
H 1.608 3.796 4.980
H 3.698 2.372 6.241
H 2.317 1.856 2.368
C 2.120 -3.619 -0.290
C 1.821 -4.835 -1.159
O 2.131 -6.023 -0.357
O 1.932 -2.400 -0.987
H 3.151 -3.607 0.104
H 1.468 -3.589 0.618
H 2.401 -4.894 -2.059
H 0.774 -4.887 -1.403
H 3.109 -5.959 -0.082
H 1.063 -2.419 -1.408
C -2.968 -0.032 -2.490
C -3.519 1.148 -1.838
O -3.343 2.338 -2.554
O -3.088 -1.195 -1.631
H -1.998 0.253 -2.740
H -3.493 -0.141 -3.455
H -3.128 1.332 -0.900
H -4.570 0.932 -1.707
H -3.735 2.102 -3.427
H -3.393 -0.781 -0.787
C -5.886 -0.714 0.149
C -5.058 0.255 0.957
O -3.723 -0.108 0.867
O -7.259 -0.478 0.294
H -5.845 -1.718 0.625
H -5.648 -0.842 -0.940
H -5.318 0.281 1.991
H -5.325 1.280 0.606
H -3.278 0.320 1.607
H -7.650 -1.121 0.942
C -3.711 1.207 4.341
C -2.927 0.987 5.577
O -3.711 1.207 6.719
O -2.833 0.856 3.243
H -3.954 2.228 4.195
H -4.693 0.579 4.415
H -2.173 1.758 5.629
H -2.370 0.068 5.666
H -4.225 2.004 6.532
H -2.026 1.317 3.256
C -0.434 -2.344 -3.572
C 0.943 -2.165 -4.212
O 0.804 -2.208 -5.585
O -0.456 -2.475 -2.170
H -0.920 -3.237 -3.992
H -1.149 -1.568 -3.786
H 1.627 -2.909 -3.800
H 1.326 -1.223 -3.904
H 1.658 -1.904 -5.976
H -1.334 -2.266 -1.789
C 5.108 -0.458 -1.755
C 4.103 -0.729 -2.913
O 4.759 -0.255 -4.107
O 4.469 -0.731 -0.510
H 5.251 0.566 -1.562
H 6.096 -0.969 -1.906
H 3.222 -0.178 -2.763
H 3.856 -1.737 -3.113
H 5.427 -0.872 -4.439
H 3.634 -1.135 -0.690
C 2.898 -1.531 2.324
C 3.590 -1.573 3.693
O 4.182 -2.816 3.838
O 2.128 -0.405 2.204
H 2.227 -2.380 2.190
H 3.719 -1.674 1.619
H 2.934 -1.441 4.591
H 4.232 -0.816 3.762
H 3.437 -3.344 3.577
H 1.384 -0.527 2.818
```

Lowest unoccupied orbital energy (eV): -0.071
ΔE to the lowest compared entry with this formula, charge and spin (kcal/mol): 0.0
Frontier orbital gap (eV): 9.4297
Spin multiplicity: 1
Total energy (hartree): -2914.03438
HOMO energy (hartree): -0.349


This record from the Open Molecules 2025 dataset describes a structure of composition C20H9Cl2IIrN4O5S3. The level of theory is ωB97M-V with the def2-TZVPD basis set.

Structure (XYZ):
```
45
Properties=species:S:1:pos:R:3
Ir -1.259 0.042 -1.111
Cl -1.925 -1.963 5.646
C -1.679 -1.938 3.916
C -1.701 -3.107 3.216
C -1.501 -3.125 1.823
I -1.522 -4.937 0.806
C -1.282 -1.965 1.100
O -1.066 -1.917 -0.178
C -1.264 -0.748 1.859
N -1.044 0.381 1.136
C -1.004 1.544 1.734
C -1.173 1.674 3.122
C -1.406 0.557 3.871
C -1.455 -0.709 3.250
H -1.875 -4.037 3.741
H -0.860 2.413 1.103
H -1.141 2.656 3.573
H -1.561 0.629 4.939
S -1.471 1.152 -3.315
C -0.183 0.119 -3.823
S -0.225 -1.357 -2.936
C 0.754 0.452 -4.766
C 0.754 1.750 -5.371
N 0.773 2.796 -5.854
C 1.802 -0.456 -5.125
N 2.647 -1.183 -5.413
O -4.097 0.903 1.389
Cl -4.069 0.857 -0.044
O -5.336 1.201 -0.603
O -3.646 -0.478 -0.497
O -3.026 1.783 -0.546
S 2.708 2.874 -1.438
C 1.077 2.340 -1.505
N 0.855 1.143 -1.079
C 2.029 0.540 -0.632
C 2.129 -0.749 -0.105
C 3.373 -1.189 0.291
C 4.508 -0.372 0.167
C 4.417 0.902 -0.351
C 3.157 1.351 -0.748
H 0.299 2.960 -1.930
H 1.249 -1.378 -0.031
H 3.476 -2.187 0.695
H 5.473 -0.752 0.476
H 5.292 1.528 -0.455
```

Lowest unoccupied orbital energy (spin up / spin down) (eV): 1.884 / 0.298
ΔE to the lowest compared entry with this formula, charge and spin (kcal/mol): 0.0
Frontier orbital gap (spin up / spin down) (eV): 6.7357 / 5.7061
Spin multiplicity: 5
Total energy (hartree): -3879.54894
HOMO energy (spin up / spin down) (hartree): -0.178 / -0.199
Total charge: -1


This record from the Open Molecules 2025 dataset describes a structure of composition C20H9F3MnN5S3. The level of theory is ωB97M-V with the def2-TZVPD basis set.

Structure (XYZ):
```
41
Properties=species:S:1:pos:R:3
Mn 0.219 0.081 0.168
S -0.431 0.969 2.087
C -0.616 -0.348 3.137
C -1.143 -0.163 4.437
C -1.273 -1.238 5.275
C -1.814 -1.056 6.591
N -2.239 -0.896 7.644
C -0.871 -2.532 4.838
C -0.354 -2.723 3.575
C -0.217 -1.634 2.707
S 0.418 -1.849 1.114
C -1.005 -3.654 5.720
N -1.097 -4.559 6.420
H -1.448 0.821 4.764
H -0.053 -3.712 3.259
F -3.087 0.285 -3.768
C -1.914 0.656 -4.296
F -1.964 0.442 -5.611
F -1.778 1.975 -4.095
C -0.773 -0.097 -3.658
C 0.060 -0.927 -4.395
C 1.101 -1.606 -3.773
C 1.294 -1.424 -2.417
N 0.494 -0.620 -1.715
C -0.529 0.019 -2.298
S -1.416 0.924 -1.057
H -0.113 -1.043 -5.456
H 1.750 -2.264 -4.330
H 2.089 -1.920 -1.875
N 6.430 0.349 1.348
C 5.461 0.826 0.963
C 4.250 1.420 0.473
C 4.234 2.697 -0.080
C 3.031 3.203 -0.537
C 1.891 2.428 -0.432
N 1.908 1.198 0.107
C 3.066 0.701 0.554
H 5.147 3.272 -0.146
H 2.967 4.189 -0.972
H 0.930 2.783 -0.782
H 3.044 -0.288 0.993
```

Lowest unoccupied orbital energy (spin up / spin down) (eV): -6.174 / -6.262
Frontier orbital gap (spin up / spin down) (eV): 6.1702 / 6.1828
Spin multiplicity: 2
Total energy (hartree): -3686.24308
HOMO energy (spin up / spin down) (hartree): -0.454 / -0.457
Total charge: +1


This record from the Open Molecules 2025 dataset describes a structure of composition C21H10AgAsF6I2N5OS. The level of theory is ωB97M-V with the def2-TZVPD basis set.

Structure (XYZ):
```
48
Properties=species:S:1:pos:R:3
Ag -0.048 0.782 -0.850
I -4.401 3.802 -0.702
C -4.329 1.742 -0.767
C -5.471 1.011 -1.034
C -5.421 -0.372 -1.092
I -7.205 -1.364 -1.470
C -4.197 -1.103 -0.903
C -4.083 -2.499 -1.017
C -2.859 -3.090 -0.859
C -1.753 -2.282 -0.577
N -1.838 -0.974 -0.449
C -3.026 -0.385 -0.618
C -3.054 1.098 -0.514
O -2.049 1.737 -0.220
H -6.407 1.525 -1.201
H -4.958 -3.094 -1.240
H -2.737 -4.159 -0.964
H -0.764 -2.711 -0.471
S 5.696 0.171 4.584
N 4.098 0.283 4.779
C 3.576 0.349 3.566
C 2.160 0.469 3.258
C 1.174 0.522 4.242
C -0.142 0.641 3.861
C -0.432 0.708 2.499
N 0.494 0.655 1.560
C 1.776 0.535 1.915
C 2.788 0.464 0.827
N 2.352 0.509 -0.439
C 3.229 0.427 -1.426
C 4.603 0.307 -1.210
C 5.065 0.267 0.082
C 4.146 0.343 1.129
C 4.543 0.291 2.528
N 5.784 0.183 2.973
H 1.466 0.470 5.283
H -0.939 0.688 4.590
H -1.453 0.817 2.149
H 2.825 0.454 -2.430
H 5.276 0.247 -2.054
H 6.119 0.176 0.312
F 0.499 -0.981 -2.630
As 0.053 0.044 -3.988
F -0.690 -1.304 -4.745
F -1.447 0.408 -3.162
F -0.386 1.085 -5.275
F 0.785 1.400 -3.130
F 1.581 -0.295 -4.700
```

Lowest unoccupied orbital energy (spin up / spin down) (eV): -0.748 / -2.816
Frontier orbital gap (spin up / spin down) (eV): 7.8246 / 6.1036
Spin multiplicity: 2
Total energy (hartree): -5130.98110
HOMO energy (spin up / spin down) (hartree): -0.315 / -0.328